The following is a quantum chemistry calculation of a molecular structure, C37H46Br42FNO3PS, from the Open Molecules 2025 dataset.

Geometry as XYZ:
```
132
Properties=species:S:1:pos:R:3:forces:R:3
C -0.027547 2.150465 0.973430 -0.3 -0.9 0.3
Br 11.151083 -1.184838 -1.393052 0.0 0.0 0.0
Br 0.674811 8.935426 -3.653722 0.0 0.0 0.0
H -0.512448 -2.790599 2.730529 0.5 -0.2 0.4
H 7.239964 -5.525388 -0.514562 0.4 0.0 -0.2
Br -10.717913 -8.086147 2.197600 0.0 0.0 0.0
Br -6.133036 -3.766213 1.535302 -0.1 -0.3 0.1
Br -4.510257 -1.812694 3.737282 -0.5 0.5 0.3
O 7.120627 -3.451646 1.201284 -0.6 0.0 -0.8
C -7.674179 -4.238213 2.593935 -0.1 0.0 -0.1
C 11.868362 -2.896274 -1.885080 0.0 0.0 0.0
C -2.437591 -2.061367 -1.355376 -1.1 -0.2 -2.6
H 2.060738 3.974275 -1.652823 -0.1 0.0 -0.6
H -1.301720 -1.278657 3.159484 0.0 0.4 0.4
C 5.385980 -0.687380 -0.950528 0.5 -0.1 -0.1
C -2.170807 2.239739 -3.300166 -0.1 -0.1 -0.3
H 3.097210 -2.594556 -1.779171 0.0 0.2 -0.3
C 2.746295 5.388747 0.212800 0.0 0.7 0.3
C -4.232806 6.387100 7.203503 -0.1 0.0 0.0
H 0.828978 -1.525434 1.398614 0.4 -0.2 0.2
Br -5.883181 6.535325 6.232581 0.0 0.1 0.0
C -4.468693 0.028279 4.286597 0.1 -0.2 0.2
Br -2.921686 7.654262 6.582324 0.0 0.0 0.0
H 3.473687 0.554352 -3.548604 0.0 0.0 -0.6
Br -2.183621 6.166347 0.024338 0.1 0.0 0.0
Br -3.821319 3.474957 0.427661 0.0 -0.2 -0.2
H 5.666410 -0.488743 -3.033293 0.3 0.1 -0.4
C -1.842081 -2.142371 1.267497 1.1 0.5 1.8
H 5.297154 1.017354 -2.246752 0.1 0.4 0.0
Br -12.604240 -5.779780 1.048776 0.0 0.0 0.0
C 8.410788 -0.941270 -4.964136 0.0 0.0 0.0
H 2.930611 5.709074 -0.803151 0.1 -0.2 -0.4
C 2.589845 0.269507 -1.718234 1.1 -1.3 -1.0
H 5.949278 -2.357103 -2.152281 0.1 -0.5 -0.2
H -12.825281 -8.233226 0.927761 0.0 0.0 0.0
H 9.222249 -1.122960 -5.652685 0.0 0.0 0.0
C -5.088106 10.852959 6.232979 0.0 0.0 0.0
C 1.838305 -0.522574 -0.891296 -0.3 -1.1 0.1
H 3.364413 -1.118879 -3.176871 0.0 -0.5 0.0
H 0.889950 -2.755582 -1.745843 0.0 0.2 -0.2
H 4.553149 -0.811068 -0.270019 -0.4 0.0 0.1
H -10.202128 0.163550 -0.517812 0.0 0.0 0.0
Br -8.154644 -2.877995 3.862759 0.0 0.0 -0.1
C -4.794868 -2.172321 -6.871877 0.0 0.0 0.0
Br -3.213246 0.808536 -4.037593 0.1 0.1 -0.1
C -1.447637 -2.248395 2.721867 0.2 -0.4 -1.2
C -3.564284 5.280545 1.034756 0.1 0.0 0.1
O 5.462279 -2.988274 -0.241700 -0.1 -0.4 -0.5
C 0.971773 0.071153 0.015307 0.2 -1.6 0.3
Br 6.820848 -0.671834 -6.016062 0.0 0.0 0.0
H -4.127284 -3.194801 -0.895516 -0.4 -0.2 -0.1
Br -11.043370 -1.274754 1.297848 0.0 0.0 0.0
C 5.042852 -0.030144 -2.278142 -0.3 -0.4 0.2
H 5.483434 -5.491378 -0.721360 -0.2 0.0 -0.3
Br -6.533623 -7.306156 -3.255422 0.0 0.0 0.0
Br 8.252287 -2.495018 -3.845042 0.0 0.0 -0.1
Br 10.958782 -4.324858 -0.972324 0.0 0.0 0.0
Br -9.142497 -4.695670 1.446295 0.0 0.0 0.0
C 2.329619 7.985346 -3.483423 0.0 0.1 0.0
Br 8.858870 0.629341 -3.953187 -0.1 0.0 0.0
Br 11.863744 -3.165551 -3.789400 0.1 0.0 0.0
H -5.190600 -3.154215 -7.081021 0.0 -0.1 0.0
H -6.681070 -6.444542 -0.948638 0.0 0.0 0.0
Br -5.316418 -1.721964 -5.075085 -0.1 0.0 0.1
O 2.416142 4.020856 0.318073 0.0 -0.3 0.3
C 0.620885 2.286564 2.343845 0.3 -0.3 -0.2
C 1.607942 3.628542 -0.735532 0.6 0.3 -0.1
Br -10.402457 -1.972318 -1.739591 0.0 0.0 0.0
H -0.716619 -0.925145 -1.619499 0.2 0.2 -0.3
Br -5.950134 10.628134 4.528444 0.0 0.0 0.0
Br -5.555381 -0.960530 -8.149155 0.0 0.0 0.0
H 7.105261 -1.948643 -0.833033 0.5 -0.1 -0.3
H 6.195515 -5.858187 0.835095 0.0 -0.3 0.4
C 0.194582 -0.775909 0.965287 -0.8 0.4 -0.1
Br -3.972510 12.416421 6.260817 0.0 0.0 0.0
H -2.678997 -2.054307 -2.400857 0.0 0.1 -0.5
C -5.991434 -6.240387 -1.754718 0.0 0.0 0.1
Br 14.774231 -3.550036 1.016895 0.0 0.0 -0.1
C -2.957308 -2.744486 0.808436 -0.7 -0.6 0.5
Br 13.068650 -1.424465 2.652555 0.0 0.0 0.0
Br -6.354506 10.858230 7.679406 0.0 0.0 0.0
H -2.183502 -2.802813 3.266946 -0.1 -0.2 0.3
C 3.594717 -0.160403 -2.747546 0.0 0.3 -0.1
Br -4.215506 0.196141 6.182721 0.0 0.0 0.0
H 1.686550 2.432132 2.237266 0.4 0.4 0.1
H -4.485306 5.815552 0.859975 0.0 0.0 0.0
C 0.878378 1.430176 0.037949 -0.7 1.2 1.3
C 6.300461 -5.263531 -0.055420 -0.6 -0.1 -0.1
Br 13.687713 -4.279479 3.913100 0.0 0.0 0.0
C 13.363907 -3.290015 2.300982 -0.1 0.0 0.0
H 12.458071 -3.679252 1.860608 0.0 0.0 0.0
N 1.624968 2.168874 -0.767819 0.8 0.6 -0.1
H 12.898285 -2.913818 -1.559965 0.0 0.0 0.0
C 6.341797 -3.838693 0.359128 1.1 0.4 1.3
C -9.971563 -0.852731 -0.239386 0.0 0.0 0.0
Br -3.547042 4.594563 7.165833 0.0 -0.1 -0.1
H 3.054103 2.227992 -2.237443 0.2 0.5 -0.3
H -4.445270 9.999012 6.377413 0.0 -0.1 0.0
H 6.079922 -0.041257 -0.438366 0.2 0.3 0.4
Br 3.153889 8.297625 -1.773623 0.0 0.1 -0.1
C -3.261438 -2.699386 -0.513518 -1.4 -1.0 0.1
H 1.969236 6.030943 0.606553 -0.5 0.1 0.1
F 0.056068 3.316874 3.030389 -0.2 0.6 0.2
Br -3.142024 1.021670 3.310629 0.1 0.2 -0.1
Br -4.233077 -6.708205 -1.134488 0.0 0.0 0.0
Br -0.630838 1.553442 -2.356270 -0.9 0.5 -0.8
C -1.024588 -1.452894 0.395267 0.9 0.3 0.8
P 1.987560 -2.364157 -0.970752 0.2 -0.6 0.9
H -2.786214 2.738784 -2.571728 0.0 0.1 0.2
H -7.414915 -5.119434 3.160162 0.0 0.0 0.0
C -1.342645 -1.434449 -0.920143 1.7 1.0 -0.3
C 2.464421 1.592575 -1.616983 0.2 1.6 0.0
Br -2.882509 -2.277593 -7.037395 0.0 0.0 0.0
Br -1.662023 3.550680 -4.609450 0.0 -0.1 0.0
C 6.071514 -2.043356 -1.126024 -0.7 0.6 0.9
Br 2.099906 6.101376 -3.839345 0.0 0.0 0.0
H 0.601437 4.018705 -0.686430 -0.4 0.0 0.0
H 0.491715 1.388248 2.930217 -0.2 -0.3 0.2
H -0.370023 3.092297 0.587072 0.0 0.4 0.0
Br -3.213405 5.310788 2.917037 0.0 0.1 0.1
H -5.429033 0.462833 4.053370 0.0 0.0 -0.1
Br -8.090394 -0.921725 0.165413 0.0 0.0 0.0
Br -11.243619 -7.863239 -0.930704 0.0 0.0 0.0
Br -6.116175 -4.361125 -2.135654 -0.2 0.0 -0.3
H -4.444795 6.628584 8.233729 0.0 0.0 0.0
S 2.195244 -3.285283 0.718219 0.1 -0.2 -0.1
C -11.970112 -7.583519 0.826223 0.0 0.0 0.0
H -0.903119 1.526931 1.061002 -0.6 0.0 0.1
H -3.570699 -3.262801 1.510329 -0.3 -0.4 0.2
H -0.153488 -0.191876 1.792679 -0.1 0.5 0.5
H 3.632345 5.595559 0.786296 0.4 -0.2 0.3
H 3.001055 8.368532 -4.236392 0.1 0.0 0.0
```
Forces are in eV/Å.

Properties
Kohn-Sham gap	7.1586	eV
LUMO energy	-3.75	eV
E_tot	-3011362.3204	eV
total charge	+1